1.
Computed, not measured: a 3-piece molecular cluster, C31H33BF2O2S2 overall, with the ωB97M-V functional and the def2-TZVPD basis.

The geometry in XYZ format:
```
71
Properties=species:S:1:pos:R:3
C 0.22 -4.63 -3.48
C -0.04 -3.97 -2.17
C -1.26 -3.52 -1.67
C -1.15 -2.96 -0.36
C 0.17 -2.89 0.10
B 0.06 1.98 -1.33
C 0.63 -2.81 1.43
C -0.08 -2.60 2.60
C 0.73 -2.69 3.76
C 2.06 -2.98 3.48
C 3.15 -3.01 4.48
S 2.29 -3.23 1.80
O 0.70 1.57 -2.45
C -0.25 1.73 -3.53
C 0.37 2.75 -4.49
C -0.34 0.41 -4.27
C -1.59 2.18 -2.81
C -2.22 3.39 -3.44
C -2.66 1.10 -2.66
O -1.17 2.51 -1.44
S 1.25 -3.62 -1.09
H -0.72 -4.91 -3.96
H 0.74 -3.91 -4.13
H 0.85 -5.52 -3.36
H -2.19 -3.61 -2.24
H -1.98 -2.63 0.28
H -1.14 -2.38 2.59
H 0.39 -2.53 4.78
H 2.72 -2.89 5.48
H 3.72 -3.95 4.46
H 3.84 -2.17 4.31
H -0.29 2.87 -5.36
H 0.56 3.72 -4.03
H 1.33 2.35 -4.86
H -0.96 0.54 -5.17
H 0.66 0.08 -4.58
H -0.79 -0.39 -3.66
H -2.52 3.14 -4.47
H -3.13 3.68 -2.90
H -1.52 4.23 -3.48
H -3.06 0.81 -3.63
H -2.32 0.21 -2.12
H -3.50 1.52 -2.08
F 2.91 3.73 1.35
C 2.91 2.43 0.91
C 4.10 1.70 0.93
C 4.05 0.36 0.53
C 2.88 -0.21 0.08
C 1.67 0.51 0.03
C 0.38 -0.11 -0.25
C -0.67 0.09 0.67
C -0.36 0.51 1.96
C -1.28 1.05 2.92
C -2.22 2.06 2.60
C -2.86 2.71 3.65
F -3.64 3.81 3.37
C -2.77 2.29 4.98
C -1.94 1.20 5.27
C -1.17 0.62 4.27
C 1.71 1.88 0.47
H 5.02 2.19 1.25
H 4.95 -0.26 0.63
H 2.84 -1.26 -0.25
H 0.26 -0.74 -1.15
H -1.70 -0.19 0.43
H 0.66 0.37 2.31
H -2.37 2.36 1.56
H -3.35 2.78 5.75
H -1.89 0.81 6.29
H -0.46 -0.18 4.51
H 0.78 2.50 0.59
```

- HOMO-LUMO gap: 5.64 eV
- HOMO: -6.1 eV
- Net charge: 0
- E: -64557.24370 eV
- F_max: 4.0 eV/A
- LUMO energy: -0.45 eV
- Energy above the lowest of the compared OMol25 structures with the same formula, charge and spin: 0.0 kJ/mol

Results of the Mulliken charge analysis, in e, for atoms 1 through 8:
1. C -1.310
2. C 0.667
3. C -0.890
4. C -0.224
5. C -0.100
6. B 0.684
7. C 0.730
8. C -0.820

2.
Computed, not measured: a 2-piece molecular cluster, C2H5NO2S overall, with the ωB97M-V functional and the def2-TZVPD basis.

The geometry in XYZ format:
```
11
Properties=species:S:1:pos:R:3
C -1.48 1.36 -0.16
C 0.38 -0.10 0.18
H -2.11 1.50 0.91
H -1.93 0.67 -0.90
H -1.16 2.33 -0.71
H -0.06 -2.01 -0.49
H -1.78 -2.19 0.77
N -0.44 -1.09 -0.20
O -0.20 1.15 0.20
O -1.76 -1.09 0.05
S 2.03 -0.04 -0.02
```

- HOMO-LUMO gap: 7.56 eV
- HOMO: -8.4 eV
- Net charge: 0
- E: -18569.83381 eV
- F_max: 7.6 eV/A
- LUMO energy: -0.86 eV
- Energy above the lowest of the compared OMol25 structures with the same formula, charge and spin: 553.4 kJ/mol

Results of the natural (NBO) charge analysis, in e, for atoms 1 through 8:
1. C -0.267
2. C 0.346
3. H 0.188
4. H 0.201
5. H 0.210
6. H 0.394
7. H 0.437
8. N -0.333

3.
Computed, not measured: an isolated ion of composition CH8N3OSi and charge +1, with the ωB97M-V functional and the def2-TZVPD basis.

The geometry in XYZ format:
```
14
Properties=species:S:1:pos:R:3
N -1.89 0.72 0.61
N -0.65 0.54 1.19
C 0.50 0.24 0.53
N 1.64 0.16 1.18
O 0.49 0.08 -0.72
Si 0.20 -1.06 -2.07
H -2.55 0.26 1.15
H -1.98 1.09 -0.38
H -0.59 0.65 2.17
H 1.68 0.64 2.12
H 2.53 0.17 0.53
H -0.47 -0.03 -2.78
H 1.63 -1.44 -2.30
H -0.54 -2.01 -1.22
```

- HOMO-LUMO gap: 9.51 eV
- HOMO: -13.1 eV
- SMILES: N/[NH+]=C(/N)O[SiH3]
- Net charge: +1
- E: -15554.49103 eV
- F_max: 3.3 eV/A
- LUMO energy: -3.62 eV
- Energy above the lowest of the compared OMol25 structures with the same formula, charge and spin: 210.5 kJ/mol

Results of the natural (NBO) charge analysis, in e, for atoms 1 through 8:
1. N -0.680
2. N -0.397
3. C 0.797
4. N -0.784
5. O -0.784
6. Si 1.167
7. H 0.398
8. H 0.423

4.
Computed, not measured: C22H45N2OsP3SSe as an isolated structure, with the ωB97M-V functional and the def2-TZVPD basis.

The geometry in XYZ format:
```
75
Properties=species:S:1:pos:R:3
Os 0.69 0.35 0.30
P 1.41 -1.50 1.34
P -0.20 -0.88 -1.64
P -0.12 1.30 2.12
H -4.66 2.73 0.23
C -3.64 3.14 0.46
C -2.90 3.71 -0.56
H -3.47 4.18 -1.43
C 0.06 -2.57 2.01
C 2.47 -2.68 0.49
C 2.46 -1.02 2.75
C -0.90 -0.24 -3.21
C 1.18 -1.85 -2.41
C -1.41 -2.19 -1.25
C -1.38 2.61 2.18
C 1.16 2.19 3.06
C -0.96 0.30 3.44
H -3.49 3.39 1.52
H -1.80 3.91 -0.40
H 0.49 -3.49 2.45
H -0.63 -2.85 1.21
H -0.51 -2.06 2.79
H 2.92 -3.37 1.20
H 3.27 -2.15 -0.02
H 1.89 -3.26 -0.22
H 3.09 -1.87 3.04
H 1.88 -0.71 3.62
H 3.11 -0.21 2.43
H -0.33 -0.63 -4.06
H -0.83 0.84 -3.26
H -1.98 -0.44 -3.30
H 0.93 -2.90 -2.48
H 2.10 -1.76 -1.83
H 1.42 -1.47 -3.40
H -1.93 -2.54 -2.14
H -2.16 -1.82 -0.55
H -0.92 -3.08 -0.83
H -1.73 2.80 3.20
H -2.20 2.21 1.60
H -1.08 3.53 1.71
H 0.75 2.69 3.92
H 1.62 2.92 2.41
H 1.95 1.53 3.40
H -1.49 0.94 4.15
H -0.27 -0.31 4.02
H -1.71 -0.35 3.00
C -4.15 -0.22 -1.87
C -4.47 -0.76 -0.61
C -5.16 -1.96 -0.48
C -5.75 -2.44 -1.65
C -5.58 -1.81 -2.93
C -4.75 -0.66 -3.06
S -3.37 1.38 -1.97
H -3.78 1.42 -0.68
H -4.18 -0.16 0.26
H -5.39 -2.29 0.52
H -6.43 -3.28 -1.57
H -6.19 -2.13 -3.79
H -4.51 -0.09 -3.99
C 4.18 2.42 1.42
N 4.52 1.42 0.42
C 5.73 0.77 0.30
C 5.70 0.08 -0.86
N 4.47 0.32 -1.44
C 4.08 -0.05 -2.79
C 3.73 1.12 -0.64
Se 2.00 1.85 -0.97
H 3.41 3.09 1.00
H 5.07 3.02 1.66
H 3.82 1.95 2.35
H 6.48 0.87 1.06
H 6.41 -0.55 -1.35
H 4.85 0.29 -3.50
H 4.00 -1.14 -2.89
H 3.12 0.43 -3.05
```

- Spin multiplicity: 5
- HOMO-LUMO gap (alpha / beta): 5.68 / 3.89 eV
- HOMO (alpha / beta): -18.9 / -18.9 eV
- Net charge: +4
- Expectation value of S²: 6.038
- E: -132994.34290 eV
- F_max: 6.1 eV/A
- LUMO energy (alpha / beta): -13.21 / -14.97 eV
- Energy above the lowest of the compared OMol25 structures with the same formula, charge and spin: 420.4 kJ/mol

Results of the Mulliken charge analysis, in e, for atoms 1 through 8:
1. Os 1.160
2. P 0.268
3. P 1.157
4. P 0.794
5. H 0.558
6. C -0.660
7. C -0.716
8. H 0.467

5.
Computed, not measured: C7H14N2 as an isolated structure, with the ωB97M-V functional and the def2-TZVPD basis.

The geometry in XYZ format:
```
23
Properties=species:S:1:pos:R:3
C -0.66 -1.02 0.27
C -2.00 1.50 0.88
C 2.08 -1.03 0.17
N -1.37 1.25 -0.39
C -0.53 0.12 -0.63
C 1.06 0.08 0.23
N -0.62 -2.26 -0.33
C 0.10 0.02 -1.89
C 1.40 1.23 0.85
H -1.08 2.06 -0.92
H -1.10 -0.91 1.25
H -0.88 -3.05 0.25
H -0.95 -2.28 -1.29
H -1.29 1.48 1.72
H -2.78 0.76 1.09
H -2.47 2.49 0.86
H 2.36 -1.34 1.18
H 2.98 -0.67 -0.34
H 1.76 -1.91 -0.36
H 0.20 0.91 -2.50
H 0.59 -0.88 -2.22
H 0.79 2.11 0.90
H 2.40 1.36 1.24
```

- HOMO-LUMO gap (alpha / beta): 6.85 / 6.85 eV
- HOMO (alpha / beta): -6.0 / -6.0 eV
- Net charge: 0
- E: -10461.38892 eV
- F_max: 1.9 eV/A
- LUMO energy (alpha / beta): 0.86 / 0.86 eV
- Energy above the lowest of the compared OMol25 structures with the same formula, charge and spin: 480.3 kJ/mol

Results of the natural (NBO) charge analysis, in e, for atoms 1 through 8:
1. C 0.003
2. C -0.415
3. C -0.674
4. N -0.603
5. C 0.135
6. C 0.109
7. N -0.810
8. C -0.617

6.
Computed, not measured: C26H25N8O4SSbSe4Tc as an isolated structure, with the ωB97M-V functional and the def2-TZVPD basis.

The geometry in XYZ format:
```
70
Properties=species:S:1:pos:R:3
Tc 0.31 -0.23 -0.08
Se 3.90 3.51 -1.28
Sb 1.68 2.70 -1.83
Se 0.16 2.03 0.15
Se 1.35 0.15 -2.06
Se 0.65 3.98 -3.59
N -2.93 0.52 8.30
C -2.42 0.15 7.05
C -1.78 1.09 6.24
C -1.17 0.70 5.06
C -1.22 -0.62 4.66
C -1.86 -1.56 5.44
C -2.47 -1.18 6.63
S -0.23 -1.16 3.28
O -0.37 -2.59 3.17
O 1.09 -0.70 3.66
N -0.67 -0.34 1.93
C -2.04 -0.08 1.91
N -2.85 -0.89 2.63
C -4.15 -0.68 2.56
C -4.72 0.33 1.80
C -3.81 1.16 1.15
N -2.51 0.97 1.23
H -3.13 1.50 8.40
H -3.65 -0.08 8.66
H -1.74 2.13 6.56
H -0.66 1.43 4.44
H -1.89 -2.58 5.09
H -2.97 -1.92 7.24
H -4.77 -1.35 3.15
H -5.78 0.48 1.73
H -4.12 2.00 0.55
C -3.37 -3.64 -1.39
C -2.42 -3.47 -2.39
C -1.13 -3.10 -2.06
C -0.77 -2.87 -0.72
C -1.72 -3.10 0.27
C -3.01 -3.46 -0.07
N 0.53 -2.35 -0.44
C 1.55 -3.15 -0.92
C 1.39 -4.55 -1.02
C 2.42 -5.36 -1.46
C 3.64 -4.81 -1.85
C 3.81 -3.44 -1.76
C 2.80 -2.62 -1.28
H -4.40 -3.88 -1.65
H -2.69 -3.61 -3.43
H -0.40 -2.91 -2.84
H -1.44 -2.98 1.31
H -3.75 -3.58 0.72
H 0.45 -4.99 -0.72
H 2.26 -6.43 -1.51
H 4.44 -5.45 -2.22
H 4.75 -2.99 -2.07
H 2.97 -1.56 -1.21
C 2.62 -2.64 1.87
C 2.88 -1.19 1.76
N 2.30 -0.25 1.02
C 3.01 0.92 1.24
C 4.01 0.68 2.12
N 3.93 -0.65 2.42
H 3.07 -3.18 1.04
H 1.55 -2.85 1.87
H 3.03 -3.02 2.81
H 2.77 1.86 0.78
H 4.76 1.35 2.52
H 4.48 -1.15 3.09
O -3.10 0.28 -2.04
N -1.95 0.52 -1.84
O -1.44 -0.31 -0.97
```

- Spin multiplicity: 4
- HOMO-LUMO gap (alpha / beta): 5.82 / 5.82 eV
- HOMO (alpha / beta): -2.0 / -2.0 eV
- Net charge: -2
- Expectation value of S²: 3.781
- E: -328437.49961 eV
- F_max: 3.7 eV/A
- LUMO energy (alpha / beta): 3.82 / 3.81 eV
- Energy above the lowest of the compared OMol25 structures with the same formula, charge and spin: 0.0 kJ/mol

Results of the natural (NBO) charge analysis, in e, for atoms 1 through 8:
1. Tc 0.704
2. Se -0.792
3. Sb 1.029
4. Se -0.232
5. Se -0.231
6. Se -0.756
7. N -0.812
8. C 0.161

What is the formula in the fifth record? C7H14N2

The highest E belongs to which entry? C7H14N2

What is the E in the second record? -18569.83381 eV

E of number 2 (C2H5NO2S)? -18569.83381 eV